Density functional theory data (the ωB97M-V functional and the def2-TZVPD basis) for CHF3NO5S2Tb as an isolated structure at a distorted geometry.

Geometry as XYZ:
```
14
Properties=species:S:1:pos:R:3:forces:R:3:mulliken_spin:R:1
O -0.489 0.723 -0.023 1.158 0.218 -0.676 0.00
Tb 1.708 0.849 -0.704 -0.864 -0.146 0.077 6.00
H 2.222 0.591 -3.435 0.154 0.303 -0.189 0.00
N -0.187 -0.854 2.006 0.100 0.549 -1.384 0.00
S 0.961 -1.840 1.164 -0.280 -2.221 3.120 0.01
O 1.971 -0.770 0.628 0.741 1.614 -1.224 -0.01
O 1.619 -2.546 2.309 -1.004 1.255 -2.194 0.00
S -1.102 0.118 1.220 -0.907 0.348 2.648 0.04
O 2.227 1.223 -2.708 -0.484 -0.856 1.414 -0.02
O -1.766 1.093 2.085 1.032 -1.215 -1.483 0.00
C -2.538 -0.829 0.484 0.176 0.253 0.365 0.00
F -2.142 -1.526 -0.571 0.198 -0.257 -0.389 0.00
F -3.020 -1.664 1.394 0.044 0.028 0.048 0.00
F -3.498 0.007 0.115 -0.065 0.127 -0.132 0.00
```
Positions in Å, forces in eV/Å.

Calculated values
Multiplicity: 7
Molecular weight, g/mol: 387.07
HOMO-LUMO gap (spin up / spin down), eV: 6.699 / 7.527
Highest occupied orbital energy (spin up / spin down), Ha: -0.335 / -0.335
<S²>: 12.767
Energy above the lowest of the compared OMol25 structures with the same formula, charge and spin, eV: 0.000
Total charge: 0
Lowest unoccupied orbital energy (spin up / spin down), eV: -2.4085 / -1.5850